Run 1
DFT (ωB97M-V with the def2-TZVPD basis set) results for a cluster of 11 separate species, H22O11 in total.

Last column: Mulliken charge in e.
Element x y z (Å)
O (2.80960, 0.25018, 2.75003)  -0.658
H (1.95279, 0.63112, 2.96024)  0.382
H (2.71492, -0.09209, 1.84999)  0.341
O (0.06006, 0.15211, 3.37423)  -0.550
H (0.27834, 0.33519, 4.29231)  0.256
H (-0.81134, -0.25072, 3.40941)  0.228
O (0.73958, -0.35324, -2.11625)  -0.650
H (1.43879, 0.30874, -2.16268)  0.286
H (1.19755, -1.19774, -2.17668)  0.279
O (-2.69762, -1.41263, 0.58488)  -0.679
H (-2.63743, -1.81084, 1.45563)  0.271
H (-1.96840, -0.76853, 0.55422)  0.386
O (1.21352, -2.90171, 0.93926)  -0.680
H (1.84245, -3.07447, 1.64752)  0.309
H (0.40276, -3.33706, 1.21466)  0.278
O (-1.61362, -0.55973, -3.38184)  -0.692
H (-1.37678, -0.43735, -4.30445)  0.299
H (-0.76256, -0.64488, -2.91639)  0.421
O (-1.27802, 2.85999, 1.26917)  -0.634
H (-1.07479, 1.97883, 0.93553)  0.348
H (-2.16994, 3.03625, 0.96121)  0.312
O (2.87743, -0.82550, 0.18662)  -0.635
H (3.75017, -1.03459, -0.15745)  0.286
H (2.45051, -1.68186, 0.32139)  0.393
O (-0.46030, 0.07556, 0.46789)  -0.426
H (-0.00075, -0.10452, -0.36260)  0.317
H (0.16879, -0.17147, 1.15456)  0.229
O (-2.46925, 1.57421, -1.82654)  -0.655
H (-2.04991, 0.87521, -2.34983)  0.334
H (-2.86492, 1.11278, -1.08233)  0.305
O (0.26043, 2.73645, -2.23092)  -0.634
H (-0.38642, 2.03450, -2.09194)  0.321
H (0.46437, 2.69783, -3.16885)  0.316

Values from the calculation:
- M (g/mol) = 198.2
- frontier orbital gap (eV) = 10.1
- HOMO (eV) = -10.40
- LUMO (eV) = -0.299
- SMILES = O.O.O.O.O.O.O.O.O.O.O


Run 2
DFT (ωB97M-V with the def2-TZVPD basis set) results for a cluster of 11 separate species, H22O11 in total.

Last column: Mulliken charge in e.
Element x y z (Å)
O (-3.04470, 1.75459, 1.25655)  -0.695
H (-2.83636, 1.41698, 2.11013)  0.322
H (-2.26158, 2.22696, 0.98671)  0.336
O (3.48603, -1.65618, 0.80720)  -0.608
H (3.25373, -1.56727, -0.14219)  0.295
H (3.55924, -0.77732, 1.08562)  0.309
O (-0.50124, -3.24608, -0.12046)  -0.623
H (-0.19840, -4.03756, -0.55870)  0.265
H (-0.53218, -2.60337, -0.79728)  0.400
O (0.38815, 0.23558, -0.33224)  -0.398
H (-0.54985, 0.06599, -0.16930)  0.110
H (0.79770, 0.18030, 0.56146)  0.447
O (-1.84879, 2.36586, -1.76715)  -0.663
H (-0.93784, 2.40730, -1.40987)  0.336
H (-2.05865, 3.29321, -1.67835)  0.311
O (3.30960, -0.19265, 3.45557)  -0.622
H (3.54428, -0.95896, 3.91395)  0.319
H (2.48158, -0.37058, 2.97937)  0.419
O (-2.46757, -0.23317, -2.72963)  -0.640
H (-2.27078, 0.55800, -2.22156)  0.323
H (-1.75382, -0.83981, -2.45865)  0.370
O (1.19392, 2.94793, -1.00700)  -0.652
H (1.77339, 2.87937, -1.76510)  0.305
H (1.20188, 2.09915, -0.56971)  0.312
O (0.07617, -1.55486, -2.47743)  -0.653
H (0.51665, -0.77772, -2.18096)  0.214
H (0.78145, -2.07950, -2.84624)  0.288
O (-2.26152, -0.48472, 0.11785)  -0.523
H (-2.59980, 0.34465, 0.38486)  0.413
H (-2.25783, -1.05979, 0.85092)  0.206
O (1.07559, -0.11716, 2.11006)  -0.852
H (0.37908, -0.79950, 2.08887)  0.327
H (0.56248, 0.58030, 2.52269)  0.303

Values from the calculation:
- M (g/mol) = 198.2
- frontier orbital gap (eV) = 9.1
- HOMO (eV) = -9.78
- LUMO (eV) = -0.646
- SMILES = O.O.O.O.O.O.O.O.O.O.O


Run 3
DFT (ωB97M-V with the def2-TZVPD basis set) results for a cluster of 11 separate species, H22O11 in total.

Last column: Mulliken charge in e.
Element x y z (Å)
O (-21.55817, 7.09650, 14.59980)  -0.703
H (-20.63427, 7.17509, 14.30686)  0.332
H (-21.56983, 6.31272, 15.16498)  0.294
O (-19.87445, 10.38658, 15.87052)  -0.614
H (-20.45935, 10.13411, 15.14010)  0.365
H (-19.52456, 9.56314, 16.22819)  0.309
O (-18.10946, 8.38862, 9.91069)  -0.642
H (-17.52717, 7.90641, 10.50564)  0.295
H (-18.43628, 9.13105, 10.44464)  0.345
O (-20.03271, 9.56845, 11.68602)  -0.555
H (-20.59298, 9.59647, 12.47545)  0.230
H (-20.65290, 9.69375, 10.94660)  0.386
O (-23.05650, 7.21960, 11.98357)  -0.611
H (-22.37168, 7.15095, 12.66855)  0.327
H (-23.85838, 6.87063, 12.38898)  0.307
O (-17.65119, 10.78284, 12.78190)  -0.613
H (-17.62292, 11.63864, 13.22248)  0.313
H (-18.59480, 10.60034, 12.62751)  0.351
O (-22.01825, 9.86740, 13.76294)  -0.754
H (-22.05905, 8.96321, 14.14448)  0.342
H (-22.33386, 10.45950, 14.46511)  0.328
O (-20.82838, 10.35869, 7.72097)  -0.696
H (-21.41490, 10.19604, 8.48850)  0.323
H (-20.31363, 9.54679, 7.63482)  0.334
O (-22.53820, 9.46787, 9.90245)  -0.622
H (-23.27398, 9.90949, 10.36287)  0.301
H (-22.45948, 8.61091, 10.35224)  0.261
O (-23.90393, 11.07225, 11.92075)  -0.670
H (-23.90002, 12.00928, 12.14432)  0.319
H (-23.21202, 10.63421, 12.46137)  0.390
O (-19.78297, 12.57989, 9.32089)  -0.652
H (-20.57412, 12.62137, 9.86742)  0.271
H (-19.92389, 11.81377, 8.72930)  0.406

Values from the calculation:
- M (g/mol) = 198.2
- frontier orbital gap (eV) = 9.7
- HOMO (eV) = -10.44
- LUMO (eV) = -0.693
- SMILES = O.O.O.O.O.O.O.O.O.O.O


Run 4
DFT (ωB97M-V with the def2-TZVPD basis set) results for a cluster of 11 separate species, H22O11 in total.

Last column: Mulliken charge in e.
Element x y z (Å)
O (0.64039, -0.15421, 0.13140)  -0.608
H (1.10244, 0.40410, 0.65677)  0.246
H (0.32992, -0.90045, 0.64931)  0.361
O (2.32159, -0.23720, 3.79827)  -0.632
H (2.35524, -1.16466, 3.99996)  0.312
H (1.70281, 0.06753, 4.53941)  0.322
O (3.69493, -3.91940, -1.26520)  -0.634
H (2.85017, -3.89809, -1.80997)  0.314
H (3.79770, -2.97381, -1.13724)  0.320
O (-1.16965, 4.06586, 0.74833)  -0.588
H (-2.07570, 4.01338, 0.82822)  0.278
H (-0.81317, 4.86261, 0.30224)  0.310
O (-0.17416, -2.52737, 0.78226)  -0.683
H (0.21321, -3.00170, 0.01145)  0.297
H (-1.05168, -2.90579, 0.84219)  0.329
O (3.84173, 1.01361, -1.63113)  -0.612
H (4.23194, 0.34586, -0.95510)  0.312
H (2.90376, 0.90665, -1.57637)  0.297
O (-4.39112, -2.46369, 0.75010)  -0.660
H (-3.74151, -1.83616, 0.48524)  0.355
H (-5.02770, -2.76942, 0.01850)  0.316
O (2.48494, 3.59639, -0.18774)  -0.601
H (2.04549, 4.09487, 0.51020)  0.302
H (1.77706, 3.35319, -0.79755)  0.308
O (-1.64063, -0.38061, 0.30586)  -0.383
H (-2.39338, 0.13308, 0.54546)  0.209
H (-1.57898, -0.99024, 1.06590)  0.227
O (-1.28256, -0.68410, -1.94365)  -0.537
H (-1.13649, -0.75469, -2.91804)  0.266
H (-0.44534, -0.41595, -1.64922)  0.268
O (-3.02094, 1.71554, -1.26614)  -0.587
H (-3.10258, 0.95490, -1.97757)  0.308
H (-3.24777, 2.44994, -1.85617)  0.272

Values from the calculation:
- M (g/mol) = 198.2
- frontier orbital gap (eV) = 10.1
- HOMO (eV) = -9.99
- LUMO (eV) = 0.068
- SMILES = O.O.O.O.O.O.O.O.O.O.O


run 3 takes first place; second place is 0.249 eV up.


Run 1
DFT (ωB97M-V with the def2-TZVPD basis set) results for a cluster of 11 separate species, H22O11 in total.

Last column: Mulliken charge in e.
Element x y z (Å)
O (-0.48075, 0.36381, 3.25940)  -0.693
H (-0.09068, -0.26851, 2.62499)  0.449
H (-0.70601, -0.16874, 4.02595)  0.281
O (-0.74928, -0.26197, -0.26214)  -0.349
H (-0.79175, 0.65326, 0.06970)  0.244
H (0.10733, -0.31791, -0.69120)  0.208
O (1.75179, 1.13824, -0.75148)  -0.573
H (1.95898, 2.03158, -0.44306)  0.242
H (2.42325, 0.57997, -0.34088)  0.246
O (0.04377, 1.37359, -2.89599)  -0.628
H (0.76608, 1.36510, -2.23646)  0.386
H (-0.23670, 0.45642, -2.97290)  0.322
O (2.31969, -2.69319, 0.39159)  -0.726
H (2.31222, -2.18388, -0.43914)  0.343
H (2.00193, -3.56385, 0.12431)  0.319
O (-1.77695, -2.25930, -2.51858)  -0.635
H (-1.01058, -1.81405, -2.13818)  0.317
H (-1.52861, -3.18829, -2.56061)  0.288
O (1.49883, -1.88708, -2.21864)  -0.585
H (1.87877, -2.31488, -2.99717)  0.272
H (2.07262, -1.12695, -2.06087)  0.325
O (1.07917, 2.47974, 2.13557)  -0.630
H (1.62465, 2.28478, 2.90227)  0.302
H (0.28311, 1.94061, 2.27034)  0.338
O (0.12961, -1.92195, 1.81708)  -0.739
H (-0.41446, -1.80878, 1.02500)  0.298
H (0.96741, -2.32626, 1.48432)  0.419
O (-4.15207, 1.39013, 1.14044)  -0.645
H (-3.21745, 1.42701, 0.90129)  0.355
H (-4.50014, 2.25098, 0.88996)  0.292
O (-1.22858, 2.42115, 0.28340)  -0.568
H (-0.83984, 3.16905, 0.75544)  0.262
H (-1.49537, 2.78017, -0.57376)  0.264

Values from the calculation:
- M (g/mol) = 198.2
- frontier orbital gap (eV) = 10.2
- HOMO (eV) = -10.65
- LUMO (eV) = -0.436
- SMILES = O.O.O.O.O.O.O.O.O.O.O


Run 2
DFT (ωB97M-V with the def2-TZVPD basis set) results for a cluster of 11 separate species, H22O11 in total.

Last column: Mulliken charge in e.
Element x y z (Å)
O (-0.67971, -0.28856, -0.27502)  -0.537
H (-0.71440, 0.35838, 0.43860)  0.342
H (-0.98325, -1.10638, 0.13489)  0.307
O (1.68907, -0.28255, 0.36106)  -0.518
H (2.38724, -0.41018, -0.29106)  0.220
H (1.41458, -1.17791, 0.58902)  0.244
O (0.86598, 4.82851, -1.13320)  -0.609
H (1.35515, 4.20386, -0.58592)  0.293
H (1.36345, 5.65015, -1.05306)  0.307
O (-1.88641, 0.00475, 2.05847)  -0.502
H (-2.17915, 0.66433, 2.69741)  0.278
H (-0.96171, -0.14642, 2.28444)  0.185
O (-0.85541, -3.35927, -3.51740)  -0.713
H (-0.86306, -4.22596, -3.09574)  0.330
H (0.01183, -2.99986, -3.29896)  0.373
O (-2.59577, 0.29376, 0.04871)  -0.509
H (-2.22324, 1.12736, -0.26003)  0.278
H (-3.38149, 0.17197, -0.49609)  0.224
O (0.74321, -1.82178, 3.46074)  -0.604
H (0.03830, -1.17339, 3.35260)  0.294
H (0.56600, -2.47716, 2.77659)  0.309
O (-0.19702, -3.97801, -1.19446)  -0.668
H (-0.75999, -3.29472, -1.57547)  0.425
H (0.48376, -3.48493, -0.72286)  0.280
O (1.58542, -1.38602, -2.46228)  -0.639
H (0.94611, -1.30834, -1.74518)  0.319
H (2.32197, -0.83169, -2.18087)  0.272
O (1.20462, 1.92471, -0.19684)  -0.599
H (0.26206, 2.01727, -0.37574)  0.305
H (1.48285, 1.20342, -0.77244)  0.308
O (-0.06110, 3.99872, 2.65272)  -0.629
H (-0.76062, 3.33959, 2.58062)  0.290
H (0.38075, 3.96635, 1.79673)  0.343

Values from the calculation:
- M (g/mol) = 198.2
- frontier orbital gap (eV) = 9.1
- HOMO (eV) = -9.55
- LUMO (eV) = -0.501
- SMILES = O.O.O.O.O.O.O.O.O.O.O


run 1 takes first place; second place is 4.704 eV up.


Run 1
DFT (ωB97M-V with the def2-TZVPD basis set) results for a cluster of 11 separate species, H22O11 in total.

Last column: Mulliken charge in e.
Element x y z (Å)
O (-0.86076, -0.76490, -0.87552)  -0.477
H (-0.27927, -0.17811, -0.37899)  0.235
H (-0.26252, -1.41034, -1.26859)  0.273
O (0.64542, -1.91166, 3.04069)  -0.585
H (1.51088, -1.81137, 2.62849)  0.300
H (0.26410, -1.02724, 3.00362)  0.335
O (-4.11305, -1.02042, 0.94355)  -0.593
H (-3.22898, -1.18170, 1.29196)  0.308
H (-3.97285, -0.38336, 0.23397)  0.260
O (1.64172, 1.37879, 2.72863)  -0.610
H (1.55943, 0.43180, 2.56917)  0.188
H (1.14965, 1.78213, 2.00463)  0.395
O (1.48895, -2.15092, -0.56056)  -0.582
H (1.13532, -2.32918, -1.43929)  0.272
H (2.35511, -2.57367, -0.56615)  0.241
O (-2.73343, -2.97842, -1.03223)  -0.547
H (-2.35448, -2.39364, -1.69812)  0.287
H (-2.58476, -3.86298, -1.38498)  0.286
O (0.76788, 3.22082, -1.22874)  -0.609
H (0.82461, 3.78218, -0.44729)  0.296
H (-0.09052, 3.43630, -1.61046)  0.311
O (4.60382, -1.13819, -0.08909)  -0.613
H (3.67307, -1.21735, -0.32663)  0.314
H (4.89529, -2.04989, 0.02425)  0.323
O (1.71431, 0.73558, -2.78750)  -0.583
H (2.23720, 1.54077, -2.87266)  0.291
H (2.36334, 0.05606, -2.57301)  0.301
O (-3.28127, 2.04574, -0.41698)  -0.586
H (-4.18769, 2.36518, -0.34382)  0.308
H (-3.35391, 1.25826, -0.96798)  0.303
O (-0.39759, 2.44519, 1.63845)  -0.624
H (-0.36235, 3.33611, 2.00453)  0.306
H (-0.76666, 2.56842, 0.75664)  0.275

Values from the calculation:
- M (g/mol) = 198.2
- frontier orbital gap (eV) = 10.4
- HOMO (eV) = -10.71
- LUMO (eV) = -0.279
- SMILES = O.O.O.O.O.O.O.O.O.O.O


Run 2
DFT (ωB97M-V with the def2-TZVPD basis set) results for a cluster of 11 separate species, H22O11 in total.

Last column: Mulliken charge in e.
Element x y z (Å)
O (-25.58067, 10.13869, -3.53788)  -0.525
H (-25.41664, 10.63211, -4.33170)  0.240
H (-25.42458, 10.62295, -2.73620)  0.302
O (-24.15937, 7.99179, -1.56127)  -0.735
H (-23.95080, 8.14142, -0.61354)  0.298
H (-23.37492, 8.44309, -1.93287)  0.321
O (-24.35326, 5.73055, -2.93149)  -0.661
H (-24.26431, 6.63542, -2.62441)  0.376
H (-25.12455, 5.78926, -3.51340)  0.344
O (-29.54019, 9.40810, -1.26768)  -0.665
H (-29.89967, 10.28028, -1.34076)  0.304
H (-28.73557, 9.47956, -0.82743)  0.325
O (-29.45626, 8.23586, 2.13105)  -0.631
H (-29.52437, 7.71872, 2.92411)  0.302
H (-28.49730, 8.29691, 1.99449)  0.421
O (-28.52033, 9.20809, -3.95654)  -0.716
H (-27.73341, 8.66250, -3.83024)  0.494
H (-28.76793, 9.45478, -3.05264)  0.369
O (-26.60342, 8.69130, -1.13332)  -0.583
H (-25.76931, 8.37329, -1.52119)  0.173
H (-26.75866, 8.46770, -0.23770)  0.382
O (-26.88345, 8.11928, 1.60885)  -0.832
H (-26.59497, 8.85199, 2.20991)  0.370
H (-25.98673, 7.65880, 1.57616)  0.337
O (-26.44194, 7.59864, -3.59440)  -0.741
H (-26.68370, 7.37550, -2.66087)  0.404
H (-26.11994, 8.46401, -3.57874)  0.374
O (-25.53632, 10.51201, 2.29687)  -0.671
H (-24.95601, 11.13853, 1.85680)  0.309
H (-26.29656, 10.61906, 1.71339)  0.326
O (-25.25001, 10.93207, -0.66278)  -0.662
H (-25.86908, 10.22594, -0.85268)  0.348
H (-24.39660, 10.50455, -0.42214)  0.299

Values from the calculation:
- M (g/mol) = 198.2
- frontier orbital gap (eV) = 8.7
- HOMO (eV) = -9.65
- LUMO (eV) = -0.963
- SMILES = O.O.O.O.O.O.O.O.O.O.O


Run 3
DFT (ωB97M-V with the def2-TZVPD basis set) results for a cluster of 11 separate species, H22O11 in total.

Last column: Mulliken charge in e.
Element x y z (Å)
O (-2.25188, 0.68058, -1.24452)  -0.638
H (-1.55888, 0.42458, -0.63252)  0.255
H (-2.78988, 1.16058, -0.61352)  0.390
O (-0.38888, -0.59242, 0.19048)  -0.560
H (-0.35488, -1.37842, -0.37252)  0.199
H (0.43212, -0.19342, -0.09352)  0.379
O (2.30912, -0.22242, -0.58752)  -0.674
H (2.11612, -0.98242, -1.15752)  0.366
H (3.04512, 0.18758, -1.07252)  0.251
O (-1.31988, 2.05358, 1.36048)  -0.652
H (-1.29488, 1.16158, 1.68948)  0.241
H (-2.07388, 2.41358, 1.88648)  0.320
O (1.77212, -2.01042, -2.55452)  -0.686
H (2.03812, -1.69242, -3.41552)  0.361
H (0.85212, -1.91242, -2.68952)  0.308
O (-1.15588, -2.16842, -2.03952)  -0.557
H (-0.96988, -1.82842, -2.90352)  0.278
H (-1.34888, -3.12342, -2.06552)  0.268
O (3.49912, -0.16142, 1.82248)  -0.639
H (2.98612, 0.04358, 1.00948)  0.454
H (4.34912, -0.51842, 1.49648)  0.262
O (1.43712, 1.75158, 1.94348)  -0.640
H (1.68412, 1.13158, 2.61748)  0.266
H (0.54212, 1.62558, 1.63848)  0.411
O (-3.88588, -1.05442, 0.35748)  -0.649
H (-3.06388, -0.81842, -0.07252)  0.321
H (-3.84888, -0.55242, 1.16148)  0.319
O (-0.49188, -0.25642, 2.81948)  -0.661
H (-0.28488, -0.70842, 2.01148)  0.374
H (0.34512, -0.34342, 3.33948)  0.299
O (0.07812, 2.97258, -1.27352)  -0.617
H (-0.47988, 2.59858, -0.58252)  0.363
H (0.07712, 2.31258, -1.97352)  0.288

Values from the calculation:
- M (g/mol) = 198.2
- frontier orbital gap (eV) = 10.0
- HOMO (eV) = -10.49
- LUMO (eV) = -0.491
- SMILES = O.O.O.O.O.O.O.O.O.O.O


run 3 takes first place; second place is 0.712 eV up.